Entry 1:
Molecular formula: C6H12FN
Method: DFT, wB97M-V/def2-TZVPD

```
20
Properties=species:S:1:pos:R:3:forces:R:3
C 2.9219 0.1813 0.1513 0.8022 -0.4056 0.9716
C 1.7011 -0.7288 0.1812 -0.1637 -0.3445 -0.0714
C 0.4321 0.0435 0.4778 0.0982 -0.1754 -0.1366
C -0.3024 0.7530 -0.6272 0.1257 -0.1825 0.6154
C -0.9486 -0.4238 0.0126 -0.1120 0.1759 -0.0120
C -2.1115 -0.1702 0.9373 -0.4893 -0.0723 -0.0834
H 3.0572 0.6901 1.1390 -0.1546 -0.3479 -0.7476
H 3.8555 -0.3968 -0.0345 -0.6032 0.3841 0.0336
H 2.8282 0.9450 -0.6013 -0.0227 0.3303 -0.3509
H 1.8461 -1.5053 0.9514 -0.0916 0.2112 -0.1812
H 1.5939 -1.2852 -0.7719 0.1087 0.3443 0.3588
H 0.4366 0.5559 1.4392 -0.0962 0.0160 -0.1681
H 0.0639 0.6709 -1.6346 0.1212 -0.0158 -0.3416
H -2.2117 -1.0024 1.6609 -0.0244 0.4238 -0.3126
H -3.0377 -0.0906 0.3364 0.3885 -0.1945 0.3350
H -2.0042 0.7752 1.4743 0.1032 -0.1950 0.0432
H -0.9155 -2.4178 -0.2306 0.0514 -0.3744 0.0022
H -0.5034 -1.6129 -1.6042 -0.3417 -0.0817 0.4541
N -1.1321 -1.6117 -0.7948 0.3719 0.3873 -0.3708
F -0.8044 2.0029 -0.3732 -0.0715 0.1166 -0.0376
```
Forces are in eV/Å.

Results
**Frontier orbital gap**: 10.105 eV
**Multiplicity**: 1
**E_HOMO**: -9.1 eV
**E_tot**: -390.40352 hartree



Entry 2:
Molecular formula: C3H4BrNO
Method: DFT, wB97M-V/def2-TZVPD

```
10
Properties=species:S:1:pos:R:3:forces:R:3
C 0.7389 -0.1437 0.3540 0.0100 0.8895 -0.6808
C 1.7582 0.5802 -0.1812 -1.0007 -1.2571 0.7440
C -0.1374 1.2936 -0.9634 2.1847 -2.6492 2.1393
N -0.4323 0.3289 -0.1475 -1.1752 0.9980 -0.9630
O 1.2269 1.4750 -1.0565 -0.5908 0.4830 0.0803
Br -3.3490 -2.5461 1.6464 -0.9519 -0.2342 0.8584
H 0.5905 -0.9446 1.0232 0.9412 -0.6943 0.7766
H -2.3330 -2.3225 0.7487 0.9630 0.2884 -0.8765
H 2.7931 0.4668 0.0556 0.4694 0.5896 -0.5907
H -0.8559 1.8123 -1.4793 -0.8498 1.5864 -1.4876
```
Forces are in eV/Å.

Results
**Frontier orbital gap**: 10.497 eV
**Multiplicity**: 1
**E_HOMO**: -9.6 eV
**E_tot**: -2820.68733 hartree



Entry 3:
Molecular formula: C30H45NO2P2S2Yb
Method: DFT, wB97M-V/def2-TZVPD

```
83
Properties=species:S:1:pos:R:3:forces:R:3
Yb -1.8624 -0.4414 -0.9817 1.7253 -1.6072 -0.3343
C 3.3524 -0.2791 -0.6442 -0.2386 1.3573 1.7283
C 3.1435 0.0130 0.7355 -0.1742 -1.0799 -0.2099
C 3.3923 -2.2609 0.5086 0.5737 0.0806 -3.0044
C 3.5472 -1.6705 -0.7698 -0.3280 -2.5114 2.0389
C 3.1147 -1.2281 1.4421 0.0491 2.2159 -0.5562
C 3.3956 0.6938 -1.7597 0.2798 0.2238 -0.2486
H 2.9858 1.6646 -1.4594 0.2358 -0.1661 -0.0956
H 2.8094 0.3235 -2.6115 0.1458 0.0631 0.0564
H 4.4347 0.8550 -2.1047 -0.3777 -0.0760 0.0380
C 3.8691 -2.3954 -2.0192 0.1881 -0.2086 -0.3588
H 4.2969 -1.7077 -2.7565 -0.0551 -0.2093 -0.0225
H 2.9808 -2.8665 -2.4665 0.2213 0.0771 -0.0300
H 4.6072 -3.1813 -1.8188 -0.1377 0.0963 -0.1920
C 3.5878 -3.6850 0.8472 0.0715 -0.4817 0.0698
H 4.5354 -3.8316 1.3902 -0.2076 -0.0521 -0.0978
H 3.6190 -4.2947 -0.0653 0.0101 0.0316 0.2641
H 2.7656 -4.0454 1.4758 0.3480 -0.0458 -0.1242
C 2.8775 -1.4072 2.8862 -0.1403 -0.1425 0.3997
H 3.8336 -1.4641 3.4376 -0.2975 -0.0022 -0.1133
H 2.3250 -2.3438 3.0695 0.1903 0.3342 0.0277
H 2.3025 -0.5627 3.2925 0.1684 -0.2366 -0.0109
C 2.9851 1.3368 1.3690 0.1724 0.4318 0.2712
H 3.7934 1.5365 2.0847 -0.1234 0.0736 -0.0668
H 2.0446 1.4072 1.9311 -0.0496 0.1148 0.0267
H 3.0025 2.1398 0.6283 0.0301 -0.0087 0.1069
C -3.4730 2.8312 -1.1761 0.2625 1.4393 -0.5824
C -2.5665 3.8399 -1.1780 -0.9109 0.1222 -1.2406
C -2.6693 5.1260 -0.3867 -0.1479 0.1800 -0.0589
C -3.1258 4.9820 1.0823 0.0388 0.6583 -0.4361
C -2.8269 3.6688 1.7292 -1.1395 -0.6025 1.2407
C -3.6146 2.5651 1.7382 0.2741 1.7377 1.0363
C -4.8376 2.3517 0.9200 -0.6638 0.0257 -0.2876
C -4.8033 2.9709 -0.4908 -0.4435 -0.2429 0.2329
H -3.3526 5.8177 -0.9077 0.0999 -0.2413 0.0573
H -4.1852 5.2496 1.1654 0.0987 -0.3286 0.0244
H -1.7050 5.6554 -0.4001 -0.1748 -0.3676 -0.1479
H -5.1240 4.0248 -0.4433 0.3243 -0.3895 -0.0994
H -3.4160 1.9549 -1.8590 0.3161 0.6411 0.1542
H -1.8076 3.9518 -1.9690 -0.1489 -0.6905 0.6465
H -5.5523 2.4585 -1.1216 0.2027 0.2566 0.3035
H -5.0669 1.2770 0.8387 0.1943 0.1090 0.0585
H -3.5394 1.8709 2.5748 0.5486 -0.0736 -0.4124
H -5.6994 2.7618 1.4666 0.0498 -0.0871 -0.0781
H -2.5981 5.7570 1.6606 -0.2138 -0.2517 -0.1609
H -1.9845 3.7552 2.4293 -0.4642 -0.4382 -0.1442
P 0.4534 1.8165 -0.6528 -0.6680 -0.0544 -0.1373
C -0.3504 1.7725 -2.3276 -0.1674 -0.0915 -0.3931
C 0.5231 3.6437 -0.3878 -0.1117 0.3506 -0.0975
P -0.6152 0.3969 1.8650 -0.5113 0.2369 -0.1013
C -1.0432 1.5736 0.4719 0.6134 -0.1974 -0.0187
C -0.7499 1.5959 3.2648 0.1278 -0.3215 0.4719
C -2.2868 -0.4273 2.0225 -0.1061 -0.4656 0.0214
H -0.3376 0.7775 -2.8132 0.1852 0.4424 0.2997
H 0.3006 2.4038 -2.9445 -0.2312 -0.1503 -0.1187
H -1.3648 2.1868 -2.3636 0.3697 -0.0946 -0.1255
H -0.3796 4.0318 0.1070 0.4820 -0.1303 -0.2334
H 0.5960 4.1501 -1.3591 0.3711 0.0536 0.3273
H 1.3806 3.8505 0.2613 -0.0394 0.1769 -0.3177
H -3.1498 0.0888 1.5443 0.5110 -0.2465 0.2529
H -2.4796 -0.4309 3.1080 -0.2000 -0.3136 -0.4210
H -2.2256 -1.4854 1.6935 -0.1300 0.3081 0.2480
H -2.0561 1.4729 0.0324 0.4014 0.2739 0.2430
H -1.1830 2.5676 0.8973 0.0678 -0.6537 -0.0036
H -0.2774 1.0481 4.0983 -0.2058 0.5179 -0.0535
H -1.7929 1.8440 3.5275 0.6056 -0.0749 -0.0773
H -0.1773 2.5190 3.0624 -0.1455 -0.5212 0.1211
O -1.7391 -4.4069 0.8880 0.5711 0.0502 -0.6053
S -0.4111 -4.0701 0.4281 0.4765 0.4841 0.0075
O 0.6005 -3.8595 1.4429 -0.9259 0.0278 -0.7471
N -0.5217 -2.7230 -0.6154 0.1452 -0.4765 -0.3607
C 0.0451 -2.9740 -1.8185 -1.0482 1.0238 1.6079
S 0.1869 -1.6418 -2.8589 -0.4811 -0.2527 -0.2167
C 0.4462 -4.3759 -2.0311 0.3685 -0.8578 0.1901
C 0.9394 -5.0116 -3.1831 -0.3406 0.5310 -0.1166
C 1.2715 -6.3685 -3.1501 -0.1664 0.0208 0.6341
C 1.1271 -7.0998 -1.9499 0.0442 0.8372 0.0042
C 0.6402 -6.4736 -0.7880 -0.2411 0.5387 -0.3312
C 0.2823 -5.1200 -0.8613 -0.0097 -0.7057 -0.1355
H 0.9820 -4.4213 -4.1077 0.2182 -0.3445 0.3762
H 1.6460 -6.8668 -4.0478 -0.1631 0.2176 0.3298
H 1.4215 -8.1448 -1.9126 -0.1248 0.1565 -0.0226
H 0.5079 -7.0140 0.1442 0.0759 -0.0234 -0.1691
```
Forces are in eV/Å.

Results
**Frontier orbital gap (alpha / beta)**: 4.667 / 4.583 eV
**Charge**: +1
**Multiplicity**: 2
**E_HOMO (alpha / beta)**: -8.7 / -8.6 eV
**E_tot**: -4012.76133 hartree



Entry 4:
Molecular formula: C13H33F3N2Si
Method: DFT, wB97M-V/def2-TZVPD

```
52
Properties=species:S:1:pos:R:3:forces:R:3
F 3.5437 -2.4751 7.1459 -0.4427 0.1952 -1.9241
C 3.1358 -2.2774 5.8040 1.9510 -0.1260 0.9939
F 3.6806 -3.3446 5.0971 -0.6149 1.7880 0.7240
F 3.7607 -1.0875 5.4167 -0.8792 -1.9993 0.2438
Si 1.2154 -2.2013 5.8257 -0.9772 0.2444 0.5430
H 0.6407 -1.2444 4.8791 0.2712 0.0387 -0.3372
H 0.8376 -1.7133 7.1720 0.2874 -0.0086 -0.0801
H 0.5614 -3.5124 5.6763 0.3851 -0.1398 -0.1830
C 1.5350 -0.8046 1.6889 -0.0118 0.0489 -0.0796
C 1.5211 -2.2419 1.1831 -0.0712 0.1917 -0.0408
N 0.1961 -2.7288 0.8209 -0.2101 -0.2480 0.1266
C 0.1598 -4.1693 0.5848 0.0416 -0.0522 0.2150
C 0.9589 -4.7175 -0.5977 -0.0214 -0.1974 -0.1492
C -0.5417 -1.9213 -0.1431 0.0016 0.3212 0.1141
C 0.0992 -1.6890 -1.5125 -0.1140 0.0522 -0.2436
H 0.8713 -0.6818 2.5476 -0.0413 -0.0056 -0.1067
H 2.5461 -0.5353 2.0047 -0.0482 -0.0441 -0.0228
H 1.2398 -0.0937 0.9139 -0.0130 -0.0116 0.0573
H 1.9149 -2.8690 1.9890 -0.1144 -0.1994 -0.1161
H 2.2291 -2.3262 0.3481 0.1357 0.0116 -0.0071
H -0.8823 -4.4896 0.4847 -0.0051 0.1893 -0.0335
H 0.5179 -4.6661 1.4940 0.0569 0.1622 0.0143
H 0.4639 -4.5160 -1.5475 0.0842 0.0406 0.0005
H 1.0433 -5.8041 -0.5088 -0.0013 0.0478 0.0104
H 1.9730 -4.3167 -0.6400 -0.0477 0.0171 0.0144
H -0.7391 -0.9437 0.3091 0.1190 -0.0707 0.0677
H -1.5376 -2.3519 -0.2886 0.1345 -0.1878 0.1145
H 1.1650 -1.4632 -1.4451 -0.0189 -0.0202 0.0373
H -0.3822 -0.8376 -2.0031 0.0175 -0.0202 0.0251
H -0.0334 -2.5476 -2.1710 0.1270 0.0312 0.0101
C -2.0559 2.1124 -0.2349 0.0409 -0.0715 -0.0267
C -2.2980 3.2508 -1.2175 0.0960 -0.1508 0.0149
N -1.0767 3.8554 -1.7335 0.1421 0.2854 -0.0075
C -1.3166 5.0955 -2.4658 -0.0654 0.1150 0.1878
C -2.1211 5.0122 -3.7633 -0.0059 0.1319 -0.2103
C -0.1210 2.9429 -2.3507 0.0480 -0.2265 0.2349
C -0.5968 2.1156 -3.5461 0.1419 -0.1079 -0.2124
H -1.4459 2.4416 0.6095 0.0362 -0.0038 -0.0902
H -3.0111 1.7570 0.1596 0.0433 0.0364 -0.0449
H -1.5658 1.2592 -0.7099 0.0039 0.0273 0.0426
H -2.8691 4.0173 -0.6855 0.1015 0.1558 -0.1707
H -2.9451 2.8845 -2.0257 -0.1211 -0.0536 -0.0119
H -0.3568 5.5782 -2.6768 0.0452 -0.1823 0.0352
H -1.8339 5.7872 -1.7911 -0.0191 -0.1583 0.0718
H -1.5271 4.6052 -4.5813 -0.0751 -0.0558 0.0139
H -2.4309 6.0163 -4.0657 0.0107 -0.0394 0.0259
H -3.0268 4.4126 -3.6570 0.0494 -0.0018 0.0190
H 0.2376 2.2515 -1.5807 -0.1330 0.0542 0.0357
H 0.7738 3.5023 -2.6418 -0.1766 0.1736 0.0360
H -1.5961 1.7014 -3.3996 0.0077 0.0387 0.0268
H 0.0832 1.2734 -3.7033 -0.0274 0.0332 0.0188
H -0.5939 2.6987 -4.4671 -0.1237 -0.0489 0.0231
```
Forces are in eV/Å.

Results
**Frontier orbital gap**: 8.932 eV
**Multiplicity**: 1
**E_HOMO**: -8.2 eV
**E_tot**: -1213.65503 hartree



Number 2 is which compound? C3H4BrNO